A cluster of 2 separate species, C3H9O3 in total in a non-equilibrium geometry. Source: the OMol25 dataset; level of theory: ωB97M-V/def2-TZVPD.

The value obtained for the total energy is -345.3317 Ha. The calculation puts the energy above the lowest of the compared OMol25 structures with the same formula, charge and spin at 63.9 kcal/mol. As for the orbital gap: 5.31 eV.

Structure (ORCA input):
```
! wB97M-V def2-TZVPD RIJCOSX def2/J DEFGRID3
* xyz -1 1
H -1.992 0.055 1.008
O -0.057 0.717 -2.388
O -1.055 1.421 2.302
H -0.492 2.583 -0.447
C -0.570 1.423 -0.088
H 4.473 -4.497 0.276
H 3.281 -3.797 1.009
H 0.464 1.151 0.356
C -1.552 1.154 1.100
O 3.589 -4.733 0.620
H -2.465 1.928 0.649
H -2.035 1.501 -1.612
C -1.221 0.891 -1.401
H 0.724 1.111 -1.889
H -1.719 -0.079 -1.286
*
```


A cluster of 2 separate species, C3H9O3 in total. Source: the OMol25 dataset; level of theory: ωB97M-V/def2-TZVPD.

The value obtained for the total energy is -345.4148 Ha. The calculation puts the energy above the lowest of the compared OMol25 structures with the same formula, charge and spin at 11.8 kcal/mol. As for the orbital gap: 6.93 eV.

Structure (ORCA input):
```
! wB97M-V def2-TZVPD RIJCOSX def2/J DEFGRID3
* xyz -1 1
O 0.810 2.553 -1.428
H 0.247 -2.190 0.427
O 0.592 -2.897 1.748
H -1.317 0.965 -1.155
H -0.071 2.584 -1.814
C -0.588 -0.454 0.435
O 0.152 -1.418 -0.242
C 0.797 1.236 -0.804
H 1.176 0.517 -1.505
H -0.201 -0.276 1.437
H -0.893 1.624 0.420
H 1.434 1.286 0.081
C -0.604 0.874 -0.321
H 0.095 -3.600 2.173
H -1.628 -0.804 0.549
*
```


A cluster of 2 separate species, C3H9O3 in total in a non-equilibrium geometry. Source: the OMol25 dataset; level of theory: ωB97M-V/def2-TZVPD.

The value obtained for the total energy is -345.3337 Ha. As for the expectation value of S²: 0.753. The calculation puts the energy above the lowest of the compared OMol25 structures with the same formula, charge and spin at 0.0 kcal/mol. As for the orbital gap (alpha / beta): 8.82 / 10.46 eV.

Structure (ORCA input):
```
! wB97M-V def2-TZVPD RIJCOSX def2/J DEFGRID3
* xyz 0 2
O -0.370 1.842 -0.404
H -0.557 2.140 0.513
H -0.930 -1.330 0.486
C 0.777 0.254 -1.701
O -1.563 -1.936 1.015
H -1.808 -2.675 0.390
H 1.084 1.101 -2.353
H -0.835 -0.234 2.413
C 0.581 0.791 -0.302
H -0.158 -0.159 -2.132
H 0.963 -0.790 1.241
H 1.566 -0.494 -1.750
O -0.517 0.471 1.782
H 1.578 1.159 0.015
C 0.189 -0.140 0.786
*
```


The ion C3H9O4S with charge +1 in a non-equilibrium geometry. Source: the OMol25 dataset; level of theory: ωB97M-V/def2-TZVPD.

The value obtained for the total energy is -818.4933 Ha. The calculation puts the energy above the lowest of the compared OMol25 structures with the same formula, charge and spin at 0.0 kcal/mol. As for the orbital gap: 13.68 eV.

Structure (ORCA input):
```
! wB97M-V def2-TZVPD RIJCOSX def2/J DEFGRID3
* xyz 1 1
C -0.517 0.624 -2.284
O -0.005 1.401 0.509
H -0.453 1.717 -1.945
H -1.623 0.713 1.650
H 2.941 -1.423 0.237
H -1.466 0.193 -2.248
C 2.574 -0.657 0.812
H -3.149 -0.013 0.990
C -2.153 -0.187 1.401
H -2.084 -0.983 2.184
H 2.926 0.287 0.304
H 2.822 -0.706 1.803
O 1.081 -0.790 0.832
O -1.264 -0.609 0.322
H -0.150 0.476 -3.278
S 0.123 0.082 0.102
O 0.397 -0.125 -1.392
*
```